Molecular formula: C18H23MnN4O2S
Method: DFT, wB97M-V/def2-TZVPD

Geometry as ORCA input:
```
! RIJCOSX wB97M-V def2-TZVPD def2/J DEFGRID3
* xyz 1 2
Mn 1.034 -0.149 0.108
C 0.703 2.217 -1.265
C 1.401 1.043 -1.938
N 0.376 -0.001 -2.173
C 0.721 -1.422 -2.325
C 0.407 -2.244 -1.044
C 0.867 -3.543 -0.839
C 0.516 -4.173 0.336
C -0.199 -3.485 1.325
C -0.585 -2.197 1.055
C -1.052 -1.153 2.042
N -0.049 -0.041 1.998
C -0.567 1.327 2.194
C 0.131 2.266 1.227
N 0.006 1.629 -0.089
N -0.371 -1.640 -0.152
H 0.001 2.688 -1.955
H 1.411 2.980 -0.944
H 2.180 0.696 -1.221
H 1.958 1.307 -2.839
H -0.290 0.281 -2.877
H 1.770 -1.557 -2.598
H 0.127 -1.863 -3.127
H 1.498 -4.030 -1.571
H 0.853 -5.184 0.527
H -0.389 -3.932 2.291
H -1.177 -1.560 3.044
H -2.009 -0.751 1.710
H 0.691 -0.235 2.667
H -0.436 1.675 3.219
H -1.640 1.318 1.992
H 1.193 2.347 1.464
H -0.311 3.266 1.273
H -0.973 1.494 -0.317
O 9.396 0.619 0.240
C 8.412 0.409 -0.661
O 8.651 0.443 -1.833
C 7.039 0.134 -0.122
C 5.971 0.345 -0.987
C 4.678 0.109 -0.564
C 4.417 -0.352 0.726
S 2.783 -0.672 1.361
C 5.490 -0.590 1.579
C 6.789 -0.345 1.156
H 9.036 0.644 1.136
H 6.181 0.689 -1.991
H 3.863 0.271 -1.254
H 5.306 -0.973 2.574
H 7.601 -0.572 1.839
*
```

maximum force: 0.050 Eh/bohr
expectation value of S²: 1.25
energy: -71243.3832 eV
frontier orbital gap (alpha / beta): 0.275 / 0.287 Ha
HOMO (alpha / beta): -10.720 / -10.831 eV